(1)
The following is a DFT calculation (ωB97M-V/def2-TZVPD) of a molecular structure, C30H85AsF6N7O10.

```
! RIJCOSX wB97M-V def2-TZVPD def2/J DEFGRID3
* xyz -1 1
As -0.364 -0.350 0.118
F -1.068 -0.072 1.705
F -1.674 0.575 -0.589
F 0.236 -0.747 -1.455
F 0.950 -1.220 0.880
F -1.328 -1.838 -0.025
F 0.532 1.151 0.252
C 7.610 -1.079 -2.216
C 6.678 -0.294 -1.267
C 5.696 -1.196 -0.541
O 4.930 -1.920 -1.475
C 4.008 -2.760 -0.826
N 7.450 0.580 -0.373
H 8.471 -1.485 -1.677
H 8.053 -0.368 -2.922
H 7.151 -1.841 -2.846
H 6.060 0.336 -1.912
H 4.968 -0.559 -0.017
H 6.208 -1.849 0.181
H 3.317 -2.242 -0.146
H 4.509 -3.482 -0.165
H 3.443 -3.281 -1.594
H 8.056 1.128 -0.975
H 8.070 -0.054 0.130
C -4.666 2.750 -5.151
C -4.529 1.657 -4.060
C -3.379 1.971 -3.095
O -2.104 2.266 -3.614
C -1.489 1.100 -4.134
N -5.841 1.582 -3.346
H -3.776 2.651 -5.775
H -4.871 3.758 -4.795
H -5.554 2.439 -5.707
H -4.403 0.692 -4.557
H -3.256 1.117 -2.416
H -3.700 2.781 -2.432
H -2.027 0.874 -5.060
H -1.569 0.272 -3.418
H -0.420 1.125 -4.340
H -5.496 1.177 -2.463
H -6.011 2.547 -3.052
C -1.905 -7.428 -1.127
C -1.804 -6.358 -0.056
C -1.352 -5.021 -0.641
O -0.127 -5.229 -1.319
C 0.409 -3.991 -1.750
N -3.163 -6.197 0.494
H -2.684 -7.166 -1.849
H -2.172 -8.392 -0.684
H -1.031 -7.571 -1.763
H -1.138 -6.636 0.767
H -1.214 -4.322 0.191
H -2.132 -4.605 -1.287
H 1.246 -4.165 -2.428
H 0.821 -3.315 -0.997
H -0.344 -3.432 -2.310
H -3.133 -5.650 1.351
H -3.486 -7.111 0.798
C 5.117 -1.036 3.972
C 4.192 -1.673 2.916
C 3.720 -3.080 3.306
O 4.759 -4.019 3.384
C 4.284 -5.319 3.641
N 3.047 -0.769 2.806
H 4.885 -1.280 5.008
H 5.165 0.041 3.831
H 6.126 -1.434 3.811
H 4.600 -1.645 1.909
H 2.948 -3.329 2.559
H 3.179 -3.089 4.266
H 5.093 -6.039 3.608
H 3.468 -5.592 2.963
H 3.798 -5.320 4.627
H 2.330 -1.121 2.162
H 2.511 -0.679 3.668
C -0.659 3.138 4.845
C 0.273 3.054 3.677
C 1.572 3.825 3.949
O 2.494 3.613 2.894
C 2.233 4.301 1.705
N 0.652 1.662 3.406
H -1.137 4.128 4.843
H -0.178 3.057 5.824
H -1.502 2.445 4.860
H -0.178 3.500 2.780
H 2.035 3.431 4.857
H 1.460 4.902 4.118
H 1.638 3.735 0.981
H 3.142 4.655 1.216
H 1.657 5.218 1.907
H -0.090 1.274 2.838
H 1.512 1.726 2.869
C -1.301 5.415 -1.495
C -0.619 4.423 -0.575
C -1.594 3.702 0.347
O -1.963 4.526 1.447
C -2.933 3.964 2.296
N 0.061 3.407 -1.407
H -2.066 4.989 -2.143
H -0.554 5.928 -2.106
H -1.702 6.255 -0.918
H 0.101 4.971 0.036
H -1.210 2.761 0.768
H -2.511 3.414 -0.195
H -3.913 4.076 1.809
H -3.065 4.600 3.172
H -2.655 2.937 2.543
H -0.632 2.923 -1.975
H 0.460 2.705 -0.790
C -6.530 -1.648 -1.145
C -5.086 -1.290 -0.815
C -4.912 -0.085 0.123
O -5.277 1.091 -0.565
C -5.331 2.204 0.291
N -4.426 -2.474 -0.221
H -6.568 -2.448 -1.882
H -7.086 -0.791 -1.536
H -7.106 -1.968 -0.271
H -4.599 -1.065 -1.769
H -3.894 -0.064 0.520
H -5.629 -0.203 0.950
H -5.329 3.161 -0.238
H -4.434 2.204 0.919
H -6.250 2.205 0.889
H -3.432 -2.237 -0.244
H -4.639 -2.487 0.775
C 3.213 0.852 -2.070
C 2.068 1.129 -3.026
O 2.485 2.001 -4.075
O 3.620 2.042 -1.400
H 3.975 0.217 -2.525
H 2.807 0.243 -1.248
H 1.253 1.594 -2.467
H 1.743 0.188 -3.466
H 2.502 2.891 -3.708
H 3.925 1.827 -0.516
O -3.859 -0.294 3.350
H -2.920 -0.148 3.164
H -3.996 -1.229 3.169
*
```

Summary:
- LUMO energy: 2.33 eV


(2)
The following is a DFT calculation (ωB97M-V/def2-TZVPD) of 9 unconnected molecules or ions with the total composition C30H85N7O9.

```
! RIJCOSX wB97M-V def2-TZVPD def2/J DEFGRID3
* xyz 0 1
C -6.874 -3.299 -0.308
O -5.696 -3.395 0.406
C -4.912 -4.427 -0.105
C -3.633 -4.558 0.662
C -3.844 -4.859 2.147
N -2.789 -3.377 0.436
H -6.708 -2.934 -1.339
H -7.482 -2.550 0.187
H -7.374 -4.268 -0.427
H -5.505 -5.354 -0.074
H -4.681 -4.247 -1.167
H -3.077 -5.400 0.228
H -4.613 -4.245 2.608
H -2.928 -4.641 2.712
H -3.973 -5.935 2.307
H -3.261 -2.472 0.440
H -2.122 -3.288 1.197
C -0.032 8.710 2.842
O -0.587 7.633 2.119
C 0.045 6.397 2.348
C -0.882 5.347 1.870
C -0.455 3.972 2.334
N -1.062 5.342 0.395
H 1.059 8.805 2.693
H -0.201 8.536 3.915
H -0.470 9.637 2.493
H 0.963 6.331 1.737
H 0.252 6.260 3.420
H -1.880 5.498 2.292
H -1.274 3.287 2.545
H 0.134 4.046 3.260
H 0.227 3.448 1.651
H -0.236 4.874 -0.028
H -0.976 6.304 0.043
C -0.422 -3.169 -2.034
O 0.498 -4.049 -2.608
C 0.202 -5.415 -2.465
C 1.334 -6.225 -3.126
C 1.465 -7.611 -2.530
N 2.600 -5.554 -3.152
H -1.381 -3.692 -1.991
H -0.581 -2.330 -2.710
H -0.123 -2.847 -1.039
H 0.092 -5.648 -1.393
H -0.729 -5.653 -2.998
H 0.996 -6.335 -4.162
H 2.080 -7.616 -1.628
H 1.908 -8.236 -3.312
H 0.539 -8.129 -2.261
H 2.395 -4.563 -3.277
H 2.975 -5.598 -2.198
C 1.613 0.519 -1.556
O 1.037 1.789 -1.701
C 1.725 2.525 -2.648
C 1.250 3.957 -2.622
C 1.837 4.754 -3.789
N 1.496 4.588 -1.322
H 2.652 0.548 -1.230
H 1.507 -0.017 -2.509
H 1.005 -0.024 -0.834
H 2.817 2.540 -2.502
H 1.528 2.137 -3.658
H 0.158 3.967 -2.765
H 1.661 4.192 -4.715
H 2.909 4.888 -3.616
H 1.383 5.732 -3.936
H 1.202 5.560 -1.340
H 2.490 4.580 -1.099
C -5.007 3.278 -3.370
O -5.065 2.199 -2.468
C -4.141 2.219 -1.414
C -2.706 2.374 -1.890
C -2.352 1.237 -2.862
N -1.773 2.305 -0.708
H -5.850 3.173 -4.041
H -4.050 3.316 -3.919
H -5.051 4.266 -2.865
H -4.438 3.083 -0.792
H -4.196 1.315 -0.808
H -2.572 3.369 -2.353
H -2.876 1.339 -3.820
H -2.607 0.268 -2.434
H -1.294 1.298 -3.128
H -1.859 3.186 -0.197
H -0.802 2.260 -1.036
C 1.427 -2.577 3.045
O 2.324 -3.184 2.144
C 2.389 -2.512 0.928
C 3.293 -3.306 0.006
C 3.522 -2.585 -1.297
N 2.734 -4.682 -0.209
H 1.715 -2.832 4.070
H 0.389 -2.913 2.914
H 1.464 -1.485 2.989
H 1.420 -2.387 0.423
H 2.854 -1.517 1.046
H 4.266 -3.391 0.502
H 2.630 -2.481 -1.927
H 4.254 -3.119 -1.909
H 3.927 -1.578 -1.143
H 2.610 -5.003 0.760
H 1.779 -4.475 -0.541
C 6.804 0.254 1.865
O 5.701 1.043 2.335
C 5.142 1.810 1.355
C 4.150 2.749 1.961
C 2.963 2.062 2.571
N 3.681 3.568 0.827
H 6.468 -0.481 1.121
H 7.230 -0.265 2.718
H 7.573 0.921 1.441
H 5.928 2.353 0.803
H 4.582 1.258 0.576
H 4.718 3.346 2.689
H 2.293 2.801 2.997
H 3.210 1.296 3.307
H 2.481 1.481 1.771
H 4.448 4.172 0.529
H 2.921 4.194 1.090
C -3.117 -2.483 4.687
O -1.843 -2.678 5.277
H -3.155 -1.996 3.705
H -3.569 -3.475 4.556
H -3.729 -1.940 5.398
H -1.286 -3.270 4.775
C -0.980 -0.475 1.405
O -2.147 -0.373 0.586
H -0.532 0.511 1.579
H -1.244 -0.900 2.374
H -0.256 -1.114 0.879
H -2.061 0.430 0.015
*
```

Summary:
- Energy relative to the best compared isomer or geometry (same formula, charge and spin): 0.000 eV
- LUMO energy: 0.47 eV
- Structure (SMILES): COC[C@H](C)N.COC[C@H](C)N.COC[C@H](C)N.COC[C@H](C)N.COC[C@H](C)N.COC[C@H](C)N.COC[C@H](C)N.CO.CO